No. 1
C10H13F6NNiO4S2 as an isolated structure, computed with wB97M-V/def2-TZVPD.

Computed properties:
HOMO (alpha / beta) = -7.8 / -9.4 eV
energy relative to the best compared isomer or geometry (same formula, charge and spin) = 0.8090 eV
LUMO level (alpha / beta) = -0.63 / -0.81 eV
spin multiplicity = 3
DFT total energy = -3648.2272 hartree
frontier orbital gap (alpha / beta) = 0.2642 / 0.3173 Eh

Last column: Mulliken charge in e.
Element x y z (Å)
C1 -1.17487 -1.06675 -2.09552  -1.228
C2 1.70053 -0.07972 -2.92733  -0.174
C3 -1.54662 0.27657 -2.18501  0.746
H1 -1.78066 -1.68656 -1.40087  0.574
C4 1.40081 1.19006 -2.61176  -0.490
H2 2.69956 -0.41438 -2.63247  0.366
H3 -2.56621 0.62116 -1.87505  0.547
H4 2.18793 1.75287 -2.08793  0.358
C5 -1.06744 1.20092 -3.31306  -1.025
H5 -1.87342 1.90826 -3.55828  0.391
H6 -0.93209 0.62600 -4.22708  0.294
C6 -0.19388 -1.82514 -2.82430  -0.512
H7 -0.78624 -2.49035 -3.46522  0.319
H8 0.33717 -2.50405 -2.13570  0.348
C7 0.85922 -1.07363 -3.67688  -0.932
H9 0.34429 -0.60302 -4.51647  0.322
H10 1.50530 -1.83755 -4.12964  0.392
C8 0.20101 2.00120 -2.99673  -0.532
H11 0.43577 2.63521 -3.86630  0.376
H12 -0.02194 2.70175 -2.17931  0.321
Ni1 -0.98800 0.06933 0.60484  0.336
H13 -1.12532 0.55137 -1.03965  -0.008
F1 -0.42383 3.75373 4.20684  -0.191
C9 -0.43676 2.49619 4.72337  0.611
F2 0.19498 2.47048 5.90512  -0.200
F3 -1.70396 2.11858 4.96335  -0.204
S1 0.47154 1.27842 3.55458  0.935
O1 -0.25878 1.33363 2.26820  -0.651
O2 1.84821 1.57958 3.52341  -0.544
N1 0.16688 -0.16308 4.21173  -0.472
S2 0.56664 -1.35845 3.19140  1.101
O3 -0.35148 -1.32868 2.08544  -0.541
O4 1.99850 -1.38346 2.95071  -0.611
C10 0.15322 -2.91259 4.19622  0.575
F4 0.66242 -2.78759 5.42647  -0.193
F5 -1.17589 -3.03946 4.33126  -0.206
F6 0.67341 -4.01084 3.60161  -0.198



No. 2
C40H36BrLuN3O2S2Sb as an isolated structure, computed with wB97M-V/def2-TZVPD.

Computed properties:
HOMO = -7.4 eV
energy relative to the best compared isomer or geometry (same formula, charge and spin) = 1.7955 eV
LUMO level = 0.23 eV
DFT total energy = -6706.8837 hartree
frontier orbital gap = 0.2813 Eh

Last column: Mulliken charge in e.
Element x y z (Å)
Lu1 0.45011 -0.00920 1.79126  1.591
C1 1.66685 3.06684 2.60923  -1.228
N1 0.30599 2.45478 2.55838  1.213
C2 -0.61892 3.30815 1.70844  -1.505
C3 -0.46873 3.08017 0.21709  -1.267
N2 -0.90228 1.76137 -0.24494  1.675
C4 -0.51955 1.69751 -1.66663  -2.215
C5 -2.34959 1.64186 -0.12580  -0.795
C6 -3.22512 2.23435 -1.03410  -0.391
C7 -4.59725 2.11261 -0.97841  -0.881
C8 -5.14981 1.33878 0.00294  -0.640
C9 -4.33512 0.74606 0.92209  -0.788
C10 -2.92508 0.88192 0.92381  1.025
S1 -2.10129 0.13397 2.29830  -0.501
C11 -0.16958 2.38840 3.93727  0.084
C12 -0.92172 3.42319 4.54265  -0.367
C13 -1.44038 3.27942 5.82210  -0.869
C14 -1.23157 2.09309 6.51266  -0.650
C15 -0.44550 1.08330 5.97301  -0.969
C16 0.17314 1.26394 4.71810  0.853
S2 1.29577 0.01936 4.17338  -0.660
H1 1.60484 4.14362 2.81389  0.273
H2 2.15567 2.94911 1.63338  0.308
H3 2.26771 2.55983 3.35982  0.407
H4 -0.35382 4.33772 1.92565  0.414
H5 -1.62309 3.10523 2.12152  0.780
H6 0.58484 3.14251 -0.05903  0.545
H7 -0.95939 3.88803 -0.31255  0.426
H8 -0.86542 2.59922 -2.24905  0.486
H9 -0.95682 0.80082 -2.07689  0.688
H10 0.56616 1.72810 -1.81723  0.461
H11 -2.74468 2.85224 -1.80737  0.231
H12 -5.19412 2.59934 -1.73438  0.414
H13 -6.22219 1.17344 0.00831  0.367
H14 -4.74919 0.13116 1.70199  0.460
H15 -1.04214 4.34781 3.91516  0.294
H16 -2.07403 4.06540 6.22276  0.379
H17 -1.71095 1.95283 7.43643  0.441
H18 -0.22566 0.16514 6.52213  0.445
Br1 4.65269 0.82390 2.18947  -0.083
C17 4.28701 -1.01516 2.06311  0.075
C18 5.31042 -1.90989 2.29921  -0.754
C19 4.98565 -3.26354 2.22764  -0.441
C20 3.70127 -3.64817 1.84521  -0.979
C21 2.78857 -2.64359 1.60634  0.569
N3 3.06705 -1.33787 1.74436  0.317
C22 1.36871 -2.99113 1.13011  0.276
O1 1.24392 -4.04268 0.54611  -0.647
O2 0.47384 -2.09617 1.37024  -0.606
H19 6.30411 -1.62139 2.54632  0.508
H20 5.68537 -4.03217 2.44112  0.468
H21 3.44051 -4.66868 1.76722  0.602
C23 -0.72388 0.08065 -6.67378  -0.415
C24 -1.51663 -1.01323 -6.34895  -0.530
C25 -1.09390 -1.91708 -5.36494  -0.492
C26 0.13927 -1.75251 -4.77046  -0.031
C27 0.91019 -0.63480 -5.09012  -0.136
C28 0.46920 0.26969 -6.03113  -0.555
Sb1 0.68028 -3.24666 -3.32209  0.694
C29 -1.11906 -3.15101 -2.16874  0.053
C30 -1.98872 -1.99708 -2.15480  -0.139
C31 -3.01125 -1.96309 -1.22643  -0.381
C32 -3.22432 -2.98820 -0.32762  -0.479
C33 -2.40883 -4.12926 -0.37544  -0.619
C34 -1.35372 -4.18987 -1.29496  -0.458
C35 1.85720 -1.87159 -2.08421  -0.833
C36 1.27368 -0.85159 -1.40504  1.538
C37 2.09811 0.13097 -0.80768  0.168
C38 3.48672 0.12568 -0.93813  -1.467
C39 4.07266 -0.91442 -1.67536  -0.939
C40 3.24956 -1.89684 -2.20212  -0.766
H22 -1.09008 0.82049 -7.45670  0.290
H23 -2.45185 -1.21712 -6.86758  0.386
H24 -1.70157 -2.76433 -5.20837  0.482
H25 1.91681 -0.47681 -4.68759  0.350
H26 1.13296 1.09937 -6.24056  0.408
H27 -1.83520 -1.26327 -2.93291  0.392
H28 -3.59056 -1.05509 -1.12469  0.380
H29 -4.00485 -2.92281 0.40769  0.392
H30 -2.57370 -4.89603 0.35667  0.395
H31 -0.65272 -4.99023 -1.20689  0.330
H32 0.20063 -0.86101 -1.30989  0.418
H33 1.68996 1.01905 -0.33137  0.057
H34 4.10131 0.94059 -0.57407  0.623
H35 5.13322 -0.92288 -1.83359  0.509
H36 3.67183 -2.69452 -2.77001  0.537



No. 3
CH3ClF2S in the gas phase, computed with wB97M-V/def2-TZVPD.

Computed properties:
HOMO = -9.3 eV
energy relative to the best compared isomer or geometry (same formula, charge and spin) = 1.7949 eV
LUMO level = 0.81 eV
DFT total energy = -1097.9354 hartree
frontier orbital gap = 0.3720 Eh

Last column: Mulliken charge in e.
Element x y z (Å)
C1 -0.84501 -0.57349 0.89689  0.375
H1 -1.67351 -1.26106 1.32159  0.216
H2 1.66436 0.62553 -2.16213  0.141
H3 0.87247 2.02283 -1.05641  0.131
F1 -0.17366 -0.14996 1.95416  -0.182
F2 -1.13654 0.38851 0.15647  -0.127
S1 0.93312 0.61418 -1.05057  -0.317
Cl1 0.35879 -1.66653 -0.06001  -0.239



No. 4
A 2-piece molecular cluster, C3H10OS2 overall, computed with wB97M-V/def2-TZVPD.

Computed properties:
HOMO = -8.7 eV
energy relative to the best compared isomer or geometry (same formula, charge and spin) = 0.6376 eV
LUMO level = 0.60 eV
DFT total energy = -991.8882 hartree
frontier orbital gap = 0.3408 Eh
SMILES = CSCSC.O

Last column: Mulliken charge in e.
Element x y z (Å)
C1 0.34072 2.44610 1.07184  -0.729
S1 -0.81196 1.37229 2.00449  -0.088
C2 0.18576 -0.10479 2.25768  -0.600
S2 0.86443 -0.98092 0.87375  -0.087
C3 -0.76441 -1.38483 0.02217  -0.762
H1 0.70190 1.83734 0.22593  0.228
H2 1.20061 2.70222 1.71340  0.255
H3 -0.09185 3.37954 0.67412  0.323
H4 0.97209 0.07105 3.01677  0.359
H5 -0.49586 -0.88230 2.65304  0.284
H6 -1.22420 -0.40965 -0.21072  0.248
H7 -1.44105 -1.94186 0.69185  0.270
H8 -0.65138 -1.95354 -0.91613  0.302
O1 0.69746 -1.10994 -4.66923  -0.646
H9 0.70743 -2.03223 -4.32640  0.319
H10 -0.18974 -1.00854 -5.08257  0.325



No. 5
C4H4O3 in the gas phase, computed with wB97M-V/def2-TZVPD.

Computed properties:
HOMO (alpha / beta) = -6.9 / -7.8 eV
energy relative to the best compared isomer or geometry (same formula, charge and spin) = 4.1345 eV
LUMO level (alpha / beta) = -0.55 / 0.02 eV
DFT total energy = -380.3951 hartree
frontier orbital gap (alpha / beta) = 0.2349 / 0.2881 Eh

Last column: Mulliken charge in e.
Element x y z (Å)
C1 -0.90788 -0.05356 0.40676  0.595
C2 0.26012 1.47610 -0.85965  0.133
C3 0.50087 -0.06855 -0.48730  0.245
C4 1.64643 -0.42841 0.22818  -1.019
O1 -1.80711 -0.83724 -0.22808  -0.457
O2 -1.03148 0.38306 1.51689  -0.501
O3 -0.25915 2.48937 -0.77510  -0.240
H1 -2.55505 -0.98937 0.37379  0.353
H2 0.27287 -0.62652 -1.39444  0.283
H3 1.99030 -1.44040 0.07776  0.303
H4 1.89009 0.09551 1.14120  0.304



No. 6
A 13-piece molecular cluster, C26H78O13 overall, computed with wB97M-V/def2-TZVPD.

Computed properties:
HOMO = -9.4 eV
energy relative to the best compared isomer or geometry (same formula, charge and spin) = 4.0124 eV
LUMO level = 0.36 eV
DFT total energy = -2015.3202 hartree
frontier orbital gap = 0.3590 Eh

Last column: Mulliken charge in e.
Element x y z (Å)
C1 1.65668 4.50227 -0.13782  -1.038
C2 1.60028 3.78230 -1.48493  0.342
O1 0.65744 4.42913 -2.31407  -0.686
H1 0.66445 4.35159 0.28745  0.106
H2 1.92670 5.55802 -0.16201  0.397
H3 2.41101 4.00006 0.46788  0.332
H4 1.35403 2.73250 -1.32560  -0.009
H5 2.52176 3.91965 -2.05073  0.194
H6 0.51903 3.94377 -3.13069  0.193
C3 -2.17249 -0.95308 2.52075  0.009
C4 -3.37180 -1.65909 3.20817  -0.512
O2 -4.08927 -2.37857 2.11705  -0.544
H7 -1.38244 -0.37876 3.00458  -0.133
H8 -2.58558 -0.16179 1.89521  0.301
H9 -1.70289 -1.72402 1.90982  -0.143
H10 -4.02134 -0.92241 3.68092  0.340
H11 -3.11624 -2.34479 4.01601  0.338
H12 -4.99411 -2.55847 2.38257  0.204
C5 3.07147 -0.71468 -3.73270  -0.351
C6 4.01586 0.48223 -3.58522  -0.449
O3 3.23060 1.50555 -2.93082  -0.256
H13 3.45638 -1.56897 -4.28960  0.467
H14 2.18851 -0.44806 -4.31354  0.143
H15 2.79477 -1.18616 -2.78970  -0.216
H16 4.45280 0.81922 -4.52523  0.343
H17 4.79017 0.10712 -2.91602  0.213
H18 2.86675 2.11029 -3.58158  0.156
C7 -0.06134 0.10161 -0.02039  -0.286
C8 1.34201 -0.06739 0.63900  0.781
O4 1.91573 1.16244 1.01472  -0.191
H19 -0.55199 -0.85249 -0.21289  0.075
H20 -0.09769 0.67317 -0.94780  -0.115
H21 -0.77452 0.63332 0.60949  0.207
H22 1.98512 -0.53203 -0.10842  -0.608
H23 1.26630 -0.65069 1.55667  -0.069
H24 2.22245 1.64265 0.24212  0.030
C9 -3.66793 5.80362 -0.24128  -1.193
C10 -2.18392 5.43276 -0.55217  0.113
O5 -1.84362 5.45338 -1.96103  -0.578
H25 -4.39412 5.03951 -0.51854  0.294
H26 -3.96079 6.59945 -0.92610  0.318
H27 -3.83332 6.01427 0.81531  0.339
H28 -2.04121 4.38008 -0.30801  0.094
H29 -1.54228 6.03733 0.08884  0.223
H30 -0.95683 5.11306 -2.10021  0.580
C11 4.57876 -2.36956 -0.63049  -0.876
C12 4.99228 -1.33646 0.38206  0.446
O6 6.33145 -1.09019 0.07256  -0.573
H31 5.19336 -3.26895 -0.59209  0.416
H32 4.62021 -2.00690 -1.65756  0.110
H33 3.58770 -2.78435 -0.44647  0.089
H34 4.84341 -1.70521 1.39693  0.369
H35 4.24671 -0.54169 0.35830  -0.266
H36 6.64362 -0.32139 0.55537  0.315
C13 0.85348 -3.85305 3.12073  -1.314
C14 0.44124 -4.26478 1.70789  0.031
O7 1.07704 -3.50496 0.70134  -0.261
H37 0.72005 -2.77564 3.21818  0.177
H38 1.83365 -4.21168 3.43496  0.353
H39 0.15763 -4.29782 3.83210  0.415
H40 -0.64821 -4.23443 1.69116  -0.012
H41 0.65656 -5.32532 1.57753  0.454
H42 0.85147 -3.95290 -0.11723  0.243
C15 5.09621 2.04549 3.32757  -0.795
C16 6.50665 1.55460 3.55158  -0.404
O8 6.94729 0.53370 2.66669  -0.452
H43 4.91775 3.02725 3.76620  0.394
H44 4.43260 1.29783 3.76200  0.231
H45 4.86253 1.99118 2.26430  0.156
H46 6.83106 1.20725 4.53251  0.326
H47 7.17473 2.40504 3.41549  0.297
H48 7.85438 0.38282 2.94243  0.264
C17 -6.38778 -1.47410 -0.07203  -0.790
C18 -7.29717 -0.74119 0.89523  -0.228
O9 -8.66462 -1.01874 0.48275  -0.533
H49 -6.68487 -2.52023 -0.14578  0.240
H50 -5.34171 -1.42739 0.23071  0.154
H51 -6.48660 -1.10948 -1.09447  0.418
H52 -7.19371 0.34342 0.92734  0.298
H53 -7.16889 -1.11918 1.90951  0.204
H54 -9.23733 -0.65761 1.16333  0.289
C19 -0.93343 1.62054 -4.15987  -0.373
C20 -0.01567 2.21766 -5.24648  -0.441
O10 1.18024 2.69447 -4.61568  -0.451
H55 -1.95474 1.34846 -4.42632  0.417
H56 -0.90471 2.24215 -3.26495  0.094
H57 -0.54633 0.64386 -3.86945  -0.175
H58 -0.60866 2.99024 -5.73594  0.343
H59 0.22319 1.41116 -5.93974  0.415
H60 1.84878 2.96148 -5.25079  0.243
C21 0.08218 -2.45293 -2.47160  -0.096
C22 -0.05927 -4.03557 -2.56822  -0.767
O11 -0.50038 -4.55189 -1.34692  -0.574
H61 0.55953 -2.11478 -3.39132  0.318
H62 0.75006 -2.04257 -1.71421  -0.291
H63 -0.91732 -2.02805 -2.37891  0.320
H64 0.91867 -4.49641 -2.70739  0.352
H65 -0.53185 -4.45914 -3.45442  0.374
H66 -1.28654 -4.04973 -1.12023  0.293
C23 -3.93283 -5.10357 -1.67884  -1.229
C24 -3.86411 -4.50160 -0.31894  -0.208
O12 -3.13596 -3.27453 -0.39865  -0.343
H67 -4.60531 -5.96133 -1.69018  0.403
H68 -2.93159 -5.46611 -1.91160  0.244
H69 -4.38036 -4.35297 -2.33031  0.288
H70 -3.32838 -5.16515 0.35987  0.198
H71 -4.88552 -4.38132 0.04208  0.475
H72 -3.37940 -2.93245 0.46467  0.215
C25 0.00176 3.22232 3.86824  -1.153
C26 -0.29955 1.86097 4.51314  0.191
O13 -1.73517 1.84418 4.68397  -0.510
H73 1.07219 3.42777 3.85984  0.254
H74 -0.44977 4.01008 4.47128  0.479
H75 -0.42010 3.29161 2.86558  0.244
H76 0.25198 1.79170 5.45076  0.221
H77 0.09170 1.03449 3.91989  -0.008
H78 -2.07859 2.65226 5.07213  0.301



Which formula does entry 2 have? C40H36BrLuN3O2S2Sb



The lowest DFT total energy belongs to which entry? C40H36BrLuN3O2S2Sb



Which value of energy relative to the best compared isomer or geometry (same formula, charge and spin) does entry 3 give? 1.7949 eV